Record 1
Here is a molecular structure, C33H39IN3O3SbV from OMol25. Energies are from wB97M-V/def2-TZVPD.

Properties
- 2S+1: 3
- LUMO (spin up / spin down): -0.1257 / -0.1240 hartree
- DFT total energy: -85788.254 eV
- Energy above the lowest of the compared OMol25 structures with the same formula, charge and spin: 16.5 kcal per mole
- HOMO-LUMO gap (spin up / spin down): 0.26205 / 0.27402 Eh
- Net charge: +1
- Strongest force on any atom: 1.20 eV/Å

Geometry (Å):
V  -0.14809  0.46572  -0.15720
C  -0.80258  0.60704  4.41113
C  0.60719  0.37134  3.96907
N  1.55786  0.28569  4.86467
C  2.83862  0.09743  4.46807
C  3.21141  -0.03702  3.16078
C  4.66517  -0.21245  2.80663
O  5.14526  0.81087  1.92772
C  2.19406  0.03895  2.17103
C  2.59128  -0.09316  0.78812
N  1.89021  0.13678  -0.27478
C  2.63816  0.20223  -1.51615
C  4.00081  0.50384  -1.51886
C  4.71792  0.55123  -2.70291
C  4.08832  0.32829  -3.91624
C  2.72305  0.09750  -3.94200
C  2.01551  0.05078  -2.75089
I  -0.05253  -0.11138  -2.90937
C  0.88098  0.26168  2.57188
O  -0.11942  0.34311  1.72804
H  -0.82621  0.72336  5.49163
H  -1.44925  -0.22513  4.12589
H  -1.20458  1.50234  3.93315
H  3.58249  0.06210  5.25594
H  4.84318  -1.15603  2.28895
H  5.25572  -0.24142  3.72336
H  5.20558  1.63103  2.42835
H  3.62280  -0.38315  0.64026
H  4.51032  0.73845  -0.59274
H  5.77350  0.78545  -2.67114
H  4.64428  0.36732  -4.84304
H  2.20821  -0.02856  -4.88465
C  -3.69851  -0.15177  2.17936
Sb  -2.93709  -0.01743  0.21287
C  -4.40910  1.31081  -0.55422
C  -3.82666  -1.79789  -0.53413
H  -4.77830  -0.26320  2.08836
H  -3.46154  0.74483  2.74802
H  -3.27983  -1.01804  2.68811
H  -5.37888  1.00348  -0.16387
H  -4.43287  1.26554  -1.64261
H  -4.20174  2.33571  -0.25027
H  -4.88489  -1.78367  -0.27466
H  -3.35768  -2.67025  -0.08289
H  -3.72885  -1.85723  -1.61768
C  0.93139  4.44431  3.22045
C  -0.40647  4.32262  2.85738
C  -0.75660  3.63181  1.70928
C  0.22651  3.04850  0.91977
C  1.56000  3.18517  1.26724
C  1.91208  3.88166  2.41915
N  -0.17205  2.29748  -0.25710
C  -0.48227  3.14537  -1.38702
C  0.41803  4.12319  -1.79318
C  0.14049  4.90389  -2.90599
C  -1.03907  4.72563  -3.61834
C  -1.94401  3.76067  -3.20148
C  -1.66567  2.97787  -2.08892
H  1.20346  4.98126  4.11942
H  -1.17804  4.76802  3.47261
H  -1.79655  3.53278  1.41866
H  2.32337  2.74692  0.63516
H  2.95561  3.98756  2.68937
H  1.33631  4.27430  -1.24085
H  0.85161  5.65915  -3.21587
H  -1.25477  5.34155  -4.48135
H  -2.87509  3.62211  -3.73639
H  -2.37997  2.23825  -1.75408
C  -0.78481  -4.24846  -0.16243
C  0.25816  -4.11662  0.94415
C  0.29070  -2.61447  1.21139
O  -0.28552  -1.97494  0.03822
C  -0.53817  -2.98906  -0.96028
H  -1.79396  -4.23753  0.25409
H  -0.67002  -5.15135  -0.75974
H  1.22817  -4.46308  0.58589
H  0.01029  -4.68204  1.84013
H  1.30099  -2.24309  1.35959
H  -0.31440  -2.32018  2.06836
H  0.33812  -3.08639  -1.60759
H  -1.38256  -2.66209  -1.56161

Cartesian forces (eV/Å) of the 2 atoms listed first:
V -0.52 -0.67 -0.51
C 0.00 0.01 0.07

Record 2
Here is 4 unconnected molecules or ions with the total composition C33H39IN3O6S from OMol25. Energies are from wB97M-V/def2-TZVPD.

Properties
- LUMO: -0.1364 hartree
- DFT total energy: -70523.162 eV
- HOMO-LUMO gap: 0.28802 Eh
- Net charge: +1
- Strongest force on any atom: 6.59 eV/Å

Geometry (Å):
C  1.54650  -1.84963  -1.85749
C  0.98552  -1.37906  -0.37060
S  -0.71341  -0.57119  -0.53824
C  -0.30566  1.23577  -1.01495
N  -1.51997  2.09939  -1.27422
C  -1.03416  3.32016  -2.09334
C  0.46191  3.84497  -1.73137
C  0.69413  5.34938  -2.41858
I  1.73994  5.03657  -4.35363
C  -2.13651  2.73645  -0.05296
C  -2.49244  1.78449  1.20720
C  -3.61753  0.62953  0.99043
C  -5.18755  1.15334  1.20019
N  -6.15310  0.47067  0.20855
C  -2.53599  1.45574  -2.24107
C  -1.97682  0.55054  -3.53799
C  -3.19292  -0.00746  -4.47847
C  -4.77620  0.27739  -4.25169
N  -5.22325  1.07396  -3.07953
C  -4.15171  1.60981  -2.19275
H  1.50696  -0.88915  -2.55645
H  2.64671  -2.24179  -1.72331
H  0.82166  -2.63866  -2.34271
H  1.73992  -0.54247  0.02224
H  0.88842  -2.25714  0.39960
H  0.32750  1.62086  -0.07814
H  0.38263  1.09277  -1.98122
H  -1.09028  3.15483  -3.24681
H  -1.77794  4.22507  -1.86076
H  0.60264  4.01377  -0.56124
H  1.33974  3.17640  -2.18004
H  -0.32133  5.90009  -2.62097
H  1.43010  5.93360  -1.72098
H  -1.31785  3.50626  0.35814
H  -3.06850  3.44370  -0.29156
H  -2.88570  2.48870  2.08735
H  -1.49997  1.27536  1.59462
H  -3.45807  -0.17315  1.85996
H  -3.49771  -0.00265  -0.01511
H  -5.28946  2.31870  1.20444
H  -5.54923  0.78088  2.27221
H  -5.98073  -0.56848  0.34442
H  -7.15414  0.68132  0.48295
H  -0.82298  0.36564  -3.72634
H  -2.89078  -0.68092  -5.40854
H  -5.57283  -0.15191  -5.00332
H  -4.58153  2.26019  -1.28587
C  3.70408  -2.63861  3.25418
C  3.73398  -3.66120  4.11427
C  2.59582  -3.94077  5.01185
O  2.62314  -4.87530  5.80079
C  1.42339  -3.04805  4.92106
C  1.39349  -2.02547  4.06097
C  2.53164  -1.74590  3.16339
O  2.50433  -0.81137  2.37445
H  4.53062  -2.41924  2.58938
H  4.58630  -4.32548  4.19236
H  0.59685  -3.26743  5.58586
H  0.54117  -1.36118  3.98288
C  4.31743  -5.04084  -4.49032
C  4.41164  -4.81916  -3.17566
C  3.56749  -5.55337  -2.21257
O  3.65164  -5.34968  -1.00926
C  2.61691  -6.54262  -2.75810
C  2.52271  -6.76429  -4.07275
C  3.36686  -6.03008  -5.03585
O  3.28271  -6.23377  -6.23915
H  4.92861  -4.51045  -5.21032
H  5.10445  -4.09742  -2.75983
H  2.00573  -7.07300  -2.03810
H  1.82990  -7.48604  -4.48859
C  1.62491  2.00378  3.93016
C  2.36865  3.11354  3.88997
C  1.82231  4.41764  4.31429
O  2.50170  5.43424  4.27595
C  0.42360  4.44756  4.78601
C  -0.32013  3.33780  4.82620
C  0.22620  2.03370  4.40188
O  -0.45318  1.01710  4.44022
H  2.00998  1.03944  3.62189
H  3.39641  3.10793  3.54721
H  0.03854  5.41190  5.09428
H  -1.34790  3.34342  5.16897

Cartesian forces (eV/Å) of the 2 atoms listed first:
C -0.66 0.51 0.49
C 1.56 0.82 -0.91

Record 3
Here is 5 unconnected molecules or ions with the total composition C33H39N4O16Si from OMol25. Energies are from wB97M-V/def2-TZVPD.

Properties
- LUMO: -0.1511 hartree
- DFT total energy: -81441.528 eV
- HOMO-LUMO gap: 0.26687 Eh
- Net charge: +1
- Strongest force on any atom: 2.47 eV/Å

Geometry (Å):
C  2.79450  -2.09430  0.06046
C  1.79386  -0.90403  0.28088
N  2.24712  0.36336  -0.33119
N  1.81509  1.48561  0.37908
C  0.52832  1.76652  0.60559
N  0.03321  2.02544  1.90727
C  -0.87571  0.83377  2.20203
C  -1.96509  0.62674  1.09226
Si  -2.23506  -1.22055  0.60892
C  -1.26540  -2.45372  1.68153
C  -4.10491  -1.60776  0.87511
C  -1.85410  -1.61310  -1.21332
C  -1.75802  1.52713  -0.17386
N  -0.33616  1.81805  -0.51075
H  2.70296  -2.54858  -0.94504
H  3.83362  -1.78043  0.30668
H  2.48450  -2.88546  0.78640
H  0.83148  -1.19595  -0.20095
H  1.60156  -0.84230  1.38049
H  3.26347  0.37846  -0.25199
H  2.51722  2.11247  0.77208
H  0.79278  1.96712  2.59101
H  -1.38052  1.05154  3.16649
H  -0.18918  -0.03034  2.33800
H  -2.93112  0.95824  1.54777
H  -0.15962  -2.43256  1.51203
H  -1.55823  -3.51512  1.49065
H  -1.41272  -2.28832  2.77402
H  -4.34850  -1.17746  1.88027
H  -4.69424  -1.09623  0.08405
H  -4.24067  -2.70820  0.88797
H  -2.51974  -1.05450  -1.91590
H  -0.79906  -1.43967  -1.52496
H  -2.04686  -2.70455  -1.37277
H  -2.26121  2.50848  0.02616
H  -2.24684  1.12861  -1.09125
H  -0.32280  2.80908  -0.77649
C  5.71808  0.79364  -3.68106
C  5.79253  0.37431  -4.94845
C  4.59804  0.38136  -5.84554
O  4.71455  0.00994  -6.99390
C  3.32367  0.83865  -5.28593
C  3.25278  1.25203  -4.02222
C  4.45079  1.27142  -3.13467
O  4.33836  1.67821  -1.98768
O  2.08393  1.67310  -3.48684
O  6.94348  -0.07111  -5.47446
H  6.57603  0.79598  -3.02293
H  2.45420  0.82636  -5.93122
H  2.29346  1.91480  -2.56958
H  6.73358  -0.30971  -6.39569
C  -1.18652  4.30362  6.81206
C  -1.09642  3.83852  5.56624
C  -2.27617  3.79464  4.65764
O  -2.13480  3.37400  3.51957
C  -3.56100  4.25644  5.17704
C  -3.65729  4.72119  6.42652
C  -2.46933  4.78881  7.32817
O  -2.59699  5.23410  8.44869
O  -4.82572  5.14877  6.92889
O  0.06849  3.38388  5.05763
H  -0.33548  4.34144  7.47819
H  -4.41322  4.20390  4.51385
H  -4.62976  5.43261  7.84017
H  -0.14616  3.11848  4.14867
C  -0.96938  -5.69194  4.38989
C  -1.11658  -6.60441  5.35422
C  -0.08196  -7.65141  5.60396
O  -0.24894  -8.44868  6.50340
C  1.09863  -7.67041  4.73839
C  1.24252  -6.76022  3.77316
C  0.22104  -5.69753  3.54183
O  0.40244  -4.87446  2.66012
O  2.31790  -6.75675  2.96088
O  -2.20141  -6.62288  6.14586
H  -1.71081  -4.92776  4.20125
H  1.83305  -8.44357  4.91678
H  2.18292  -6.00706  2.35720
H  -2.06547  -7.37072  6.75558
C  -1.38786  3.39704  -6.47971
C  -0.56305  2.38312  -6.20872
C  -0.00821  1.51712  -7.29526
O  0.75716  0.61163  -7.01087
C  -0.41670  1.79441  -8.67054
C  -1.24472  2.80743  -8.93952
C  -1.77755  3.68866  -7.86013
O  -2.51352  4.60930  -8.15204
O  -1.63655  3.08114  -10.19480
O  -0.19430  2.09752  -4.94062
H  -1.79464  4.03213  -5.70506
H  -0.02260  1.15074  -9.44468
H  -2.22585  3.85304  -10.12100
H  0.40019  1.33219  -5.00412

Cartesian forces (eV/Å) of the 2 atoms listed first:
C -0.63 0.32 0.44
C -0.56 -1.34 -0.07

Record 4
Here is a molecular structure, C33H40Cl2DyN9O3S3 from OMol25. Energies are from wB97M-V/def2-TZVPD.

Properties
- 2S+1: 6
- LUMO (spin up / spin down): -0.0003 / -0.0002 hartree
- DFT total energy: -136063.227 eV
- HOMO-LUMO gap (spin up / spin down): 0.24097 / 0.24127 Eh
- Strongest force on any atom: 1.21 eV/Å

Geometry (Å):
Dy  -0.07226  -0.00519  -0.16571
C  -3.03026  -3.00100  2.16509
C  -2.15515  -1.77016  2.06515
N  -1.46682  -1.55296  0.80937
N  -0.77688  -2.04202  1.85811
C  0.38964  -1.95104  2.41912
S  1.75562  -1.33198  1.64709
S  0.47521  -2.85000  3.96179
C  1.05215  -4.45500  3.24554
C  -0.07163  -5.24270  2.66070
C  -0.76770  -6.15804  3.44479
C  -1.78992  -6.91958  2.90836
C  -2.14528  -6.76523  1.57834
C  -1.47415  -5.84177  0.79438
C  -0.44687  -5.08162  1.33056
C  -2.48396  -0.59069  2.92719
C  -3.42079  -0.70167  3.94666
C  -3.75440  0.36647  4.75730
C  -3.14507  1.59157  4.55117
C  -2.18967  1.72513  3.57071
C  -1.82191  0.65475  2.73175
O  -0.90224  0.85204  1.81424
H  -2.94053  -3.43711  3.15743
H  -4.06846  -2.74586  1.96965
H  -2.69977  -3.72896  1.42859
H  1.80320  -4.19103  2.50335
H  1.51694  -4.97056  4.08333
H  -0.48125  -6.28912  4.47834
H  -2.30779  -7.63844  3.52856
H  -2.94078  -7.36513  1.15801
H  -1.75112  -5.71077  -0.24266
H  0.07437  -4.37400  0.70306
H  -3.89078  -1.65495  4.12616
H  -4.47670  0.23890  5.54782
H  -3.42324  2.44530  5.15181
H  -1.68251  2.67079  3.43131
N  -1.38284  -0.67940  -2.38107
C  -2.53394  -0.28681  -3.19178
C  -3.81741  -0.29425  -2.36648
C  -3.88649  0.85712  -1.36553
N  -2.86205  0.71000  -0.33691
H  -0.57460  -0.78724  -2.99295
H  -1.55788  -1.60205  -1.97305
H  -2.67071  -0.96677  -4.04752
H  -2.34559  0.71867  -3.58637
H  -3.87716  -1.23681  -1.81799
H  -4.67271  -0.23074  -3.04205
H  -4.90509  0.88528  -0.93592
H  -3.71031  1.80298  -1.88720
H  -3.08945  -0.11010  0.22527
H  -2.89336  1.50539  0.29857
Cl  2.12590  -4.47868  -1.33335
C  2.49793  -3.04597  -2.22319
C  3.50159  -3.07980  -3.17880
C  3.81511  -1.94728  -3.89421
Cl  5.03305  -2.03486  -5.12360
C  3.17316  -0.72619  -3.63577
C  3.48174  0.48553  -4.28572
C  2.82445  1.62737  -3.91774
C  1.83779  1.55599  -2.92501
N  1.49005  0.44008  -2.32392
C  2.14520  -0.69719  -2.64824
C  1.74044  -1.89414  -1.94165
O  0.74892  -1.88157  -1.13705
H  4.02791  -4.00291  -3.36197
H  4.23608  0.49312  -5.05812
H  3.04585  2.57710  -4.37992
H  1.30845  2.44969  -2.62236
N  0.83743  2.82981  2.02109
C  1.79150  2.48931  1.14715
N  2.92872  3.24107  1.13940
O  1.63047  1.58952  0.31064
H  1.03483  3.44000  2.79449
H  0.04472  2.14686  2.07637
H  3.17262  3.80733  1.93278
H  3.66764  2.93439  0.53145
S  -0.64437  2.99035  -1.04029
C  -1.92999  3.83127  -1.70044
N  -2.14277  3.85308  -3.02961
C  -3.07070  4.75650  -3.67766
C  -3.27487  5.97702  -2.78551
C  -3.72379  5.49613  -1.40891
N  -2.76544  4.53122  -0.91267
H  -1.47056  3.34872  -3.58447
H  -4.03278  4.25373  -3.84574
H  -2.66314  5.05148  -4.64675
H  -4.01885  6.64408  -3.21686
H  -2.33072  6.51721  -2.68973
H  -4.71945  5.03772  -1.47698
H  -3.77831  6.33477  -0.71127
H  -2.57051  4.48987  0.07461

Cartesian forces (eV/Å) of the 2 atoms listed first:
Dy -0.41 0.68 -0.67
C 0.16 0.24 -0.06

Record 5
Here is a molecular structure, C33H40MnN4P2Te from OMol25. Energies are from wB97M-V/def2-TZVPD.

Properties
- 2S+1: 6
- LUMO (spin up / spin down): -0.0604 / -0.0709 hartree
- DFT total energy: -98014.701 eV
- HOMO-LUMO gap (spin up / spin down): 0.17974 / 0.18670 Eh
- Strongest force on any atom: 3.53 eV/Å

Geometry (Å):
Mn  2.50133  1.01173  2.74741
C  0.59608  -3.54962  1.89314
C  1.17218  -2.73762  1.01793
C  0.54536  -1.97094  -0.08458
C  -0.18964  -0.64357  0.24489
C  -1.01226  -0.57947  1.49676
C  -1.63470  -1.59178  2.10174
C  -1.89598  -2.90590  1.49118
C  -0.85624  -3.92028  2.01759
C  0.94169  0.99461  4.15470
H  1.28210  -4.16906  2.50290
H  2.25931  -2.63965  1.07924
H  -0.16796  -2.67086  -0.54208
H  1.33813  -1.75398  -0.82692
H  0.53383  0.20050  0.18589
H  -0.90909  -0.45825  -0.57397
H  -1.04667  0.41393  1.94629
H  -1.94592  -1.48167  3.13681
H  -1.91091  -2.80713  0.40831
H  -2.91120  -3.22276  1.76723
H  -1.06142  -4.08778  3.08335
H  -1.03769  -4.88179  1.51871
H  0.50523  0.03514  4.46179
H  0.16228  1.62909  3.69388
H  1.40073  1.47792  5.03478
P  -1.04551  2.56108  -0.86494
P  1.23325  0.50004  -2.59853
N  -2.88991  2.55800  -0.75846
N  -0.86751  4.29526  -1.06358
N  0.20708  -0.57302  -3.66743
N  2.63216  0.53298  -3.70073
C  -1.00158  2.20472  -2.67443
C  0.44387  2.06711  -3.20041
C  -3.56717  2.40819  0.45835
C  -4.94163  2.39056  0.21539
C  -5.11666  2.51231  -1.20426
C  -3.84689  2.63584  -1.76824
C  -0.46558  5.11788  0.00067
C  -0.31683  6.40595  -0.49318
C  -0.65628  6.38453  -1.88251
C  -1.02010  5.09066  -2.20500
C  -0.43815  -1.71587  -3.17290
C  -1.38830  -2.15285  -4.08675
C  -1.30586  -1.28419  -5.22116
C  -0.34433  -0.32166  -4.92783
C  2.69209  0.27852  -5.07893
C  3.87101  0.80224  -5.58065
C  4.58346  1.38402  -4.48426
C  3.81447  1.21482  -3.34216
H  -1.53236  2.94049  -3.28847
H  -1.53680  1.25598  -2.81211
H  0.49320  2.10329  -4.30354
H  1.10857  2.86838  -2.84408
H  -3.02901  2.26513  1.39026
H  -5.70240  2.29249  0.97938
H  -6.02988  2.49367  -1.78330
H  -3.56210  2.71514  -2.81324
H  -0.30314  4.68953  0.98248
H  -0.01415  7.26070  0.08349
H  -0.66287  7.18129  -2.60383
H  -1.32197  4.68321  -3.16076
H  -0.12311  -2.18039  -2.26019
H  -2.07659  -2.98106  -3.95602
H  -1.86408  -1.35066  -6.14853
H  0.04143  0.46792  -5.55697
H  1.89952  -0.24255  -5.58373
H  4.17180  0.76689  -6.60876
H  5.54362  1.85688  -4.55476
H  3.96461  1.51868  -2.31941
Te  2.76692  -1.56280  3.69701
C  2.07475  -2.83860  5.34344
C  2.90315  -2.83979  6.47880
C  2.72008  -3.84233  7.44826
C  1.74220  -4.83020  7.25476
C  0.92345  -4.82931  6.11250
C  1.09921  -3.82879  5.13960
H  3.68509  -2.08655  6.52514
H  3.34980  -3.88073  8.33986
H  1.62538  -5.62958  7.99364
H  0.16521  -5.61040  5.97821
H  0.55681  -3.81384  4.19589

Cartesian forces (eV/Å) of the 2 atoms listed first:
Mn -0.94 -1.33 1.45
C 0.25 -0.97 -0.64